{
  "formula": "C45H112N8O",
  "method": "wB97M-V/def2-TZVPD",
  "symbols": ["C", "C", "N", "C", "C", "C", "C", "H", "H", "H", "H", "H", "H", "H", "H", "H", "H", "H", "H", "H", "H", "H", "C", "C", "N", "C", "C", "C", "C", "H", "H", "H", "H", "H", "H", "H", "H", "H", "H", "H", "H", "H", "H", "H", "C", "C", "N", "C", "C", "C", "C", "H", "H", "H", "H", "H", "H", "H", "H", "H", "H", "H", "H", "H", "H", "H", "C", "C", "N", "C", "C", "C", "C", "H", "H", "H", "H", "H", "H", "H", "H", "H", "H", "H", "H", "H", "H", "H", "C", "C", "N", "C", "C", "C", "C", "H", "H", "H", "H", "H", "H", "H", "H", "H", "H", "H", "H", "H", "H", "H", "C", "C", "N", "C", "C", "C", "C", "H", "H", "H", "H", "H", "H", "H", "H", "H", "H", "H", "H", "H", "H", "H", "C", "C", "N", "C", "C", "C", "C", "H", "H", "H", "H", "H", "H", "H", "H", "H", "H", "H", "H", "H", "H", "H", "C", "C", "O", "N", "C", "H", "H", "H", "H", "H", "H", "H"],
  "xyz": [[8.381, 10.055, -1.107], [9.045, 10.592, -2.429], [10.402, 10.177, -2.611], [10.452, 8.770, -2.812], [9.974, 8.375, -4.147], [11.201, 10.992, -3.594], [11.539, 12.458, -3.122], [8.892, 10.459, -0.233], [8.420, 8.973, -0.982], [7.383, 10.492, -1.078], [8.473, 10.408, -3.338], [9.283, 11.639, -2.239], [11.510, 8.507, -2.832], [10.076, 8.209, -1.957], [10.363, 7.361, -4.241], [8.918, 8.532, -4.365], [10.475, 8.977, -4.905], [10.427, 11.192, -4.335], [12.054, 10.468, -4.026], [12.408, 12.330, -2.477], [10.740, 12.959, -2.576], [11.853, 13.162, -3.893], [-1.020, -0.986, -8.237], [0.289, -0.198, -8.518], [1.052, -0.866, -9.646], [2.341, -0.204, -9.868], [3.277, -0.021, -8.722], [0.335, -0.531, -10.902], [0.931, -1.178, -12.183], [-1.019, -2.075, -8.175], [-1.724, -0.870, -9.060], [-1.467, -0.609, -7.317], [0.107, 0.856, -8.726], [0.947, -0.384, -7.669], [2.883, -0.715, -10.664], [2.227, 0.801, -10.275], [3.128, -0.852, -8.032], [4.250, -0.193, -9.182], [3.336, 0.951, -8.232], [0.179, 0.542, -11.017], [-0.702, -0.865, -10.862], [1.920, -0.919, -12.559], [0.241, -1.138, -13.027], [1.066, -2.246, -12.012], [5.270, 17.001, -14.723], [4.905, 17.632, -13.441], [3.672, 18.391, -13.370], [3.857, 19.761, -13.944], [2.556, 20.605, -14.032], [2.879, 18.408, -12.129], [2.255, 17.050, -11.636], [4.530, 16.278, -15.065], [6.224, 16.475, -14.707], [5.274, 17.673, -15.582], [5.051, 16.926, -12.624], [5.660, 18.413, -13.353], [4.574, 20.389, -13.416], [4.077, 19.657, -15.007], [2.419, 21.230, -13.149], [2.654, 21.411, -14.760], [1.615, 20.094, -14.232], [2.017, 19.057, -12.280], [3.494, 18.918, -11.388], [1.675, 17.232, -10.732], [3.033, 16.351, -11.330], [1.622, 16.645, -12.425], [1.217, 15.561, -4.637], [2.340, 16.583, -4.821], [3.575, 16.308, -4.105], [4.825, 17.092, -4.504], [5.325, 16.523, -5.804], [3.331, 16.648, -2.658], [3.520, 15.406, -1.756], [1.496, 14.514, -4.752], [0.438, 15.616, -5.397], [0.710, 15.574, -3.672], [2.469, 16.520, -5.902], [1.980, 17.591, -4.613], [5.579, 17.039, -3.719], [4.627, 18.162, -4.456], [6.367, 16.821, -5.919], [4.730, 16.886, -6.642], [5.282, 15.437, -5.723], [4.097, 17.353, -2.338], [2.360, 17.113, -2.489], [2.958, 14.554, -2.138], [4.564, 15.096, -1.706], [3.016, 15.573, -0.805], [0.729, 6.702, -7.278], [2.139, 7.177, -7.065], [2.311, 8.572, -7.536], [2.803, 8.691, -8.894], [2.454, 10.004, -9.675], [3.045, 9.322, -6.560], [2.263, 9.710, -5.319], [0.558, 6.646, -8.353], [0.140, 7.478, -6.789], [0.562, 5.700, -6.881], [2.266, 7.061, -5.989], [2.804, 6.486, -7.585], [3.891, 8.643, -8.849], [2.681, 7.742, -9.415], [3.132, 10.095, -10.524], [1.444, 9.957, -10.085], [2.542, 10.876, -9.028], [3.323, 10.267, -7.028], [3.994, 8.844, -6.316], [1.350, 10.215, -5.634], [2.819, 10.403, -4.689], [2.009, 8.878, -4.663], [6.642, 3.601, -3.942], [6.595, 4.132, -2.441], [5.568, 3.501, -1.563], [4.133, 3.682, -1.803], [3.372, 2.458, -1.227], [5.853, 3.702, -0.069], [7.290, 3.415, 0.486], [6.792, 2.529, -4.072], [7.387, 4.114, -4.550], [5.712, 3.855, -4.450], [7.521, 3.711, -2.050], [6.588, 5.221, -2.488], [3.702, 4.567, -1.334], [3.858, 3.774, -2.853], [3.886, 1.528, -1.469], [3.341, 2.543, -0.141], [2.345, 2.478, -1.592], [5.189, 3.013, 0.452], [5.442, 4.685, 0.164], [7.923, 4.286, 0.314], [7.699, 2.476, 0.111], [7.201, 3.299, 1.566], [11.002, 9.553, -13.216], [10.760, 10.535, -11.990], [9.532, 10.279, -11.115], [8.335, 10.235, -11.939], [7.984, 11.596, -12.563], [9.564, 11.237, -10.027], [8.392, 10.995, -9.055], [10.170, 9.435, -13.911], [10.928, 8.505, -12.926], [11.949, 9.706, -13.735], [11.599, 10.403, -11.308], [10.755, 11.576, -12.315], [8.546, 9.611, -12.807], [7.534, 9.723, -11.406], [8.911, 11.986, -12.983], [7.372, 11.591, -13.465], [7.596, 12.277, -11.805], [9.634, 12.293, -10.288], [10.372, 11.051, -9.319], [8.399, 9.982, -8.653], [7.428, 11.208, -9.516], [8.543, 11.683, -8.223], [-7.985, 11.418, -4.064], [-6.854, 11.076, -4.954], [-6.407, 11.946, -5.677], [-6.553, 9.743, -4.939], [-5.607, 9.199, -5.928], [-7.782, 12.430, -3.713], [-7.843, 10.855, -3.141], [-8.959, 11.410, -4.552], [-6.952, 9.100, -4.269], [-5.783, 9.778, -6.835], [-5.720, 8.115, -5.950], [-4.566, 9.263, -5.614]],
  "smiles": "CCN(CC)CC.CCN(CC)CC.CCN(CC)CC.CCN(CC)CC.CCN(CC)CC.CCN(CC)CC.CCN(CC)CC.CNC(C)=O",
  "de_lowest_ev": 6.469,
  "multiplicity": 1,
  "e_homo_ev": -7.97,
  "gap_ev": 8.30
}